A cluster of 8 separate species, CH16O10 in total at a distorted geometry. Source: the OMol25 dataset; level of theory: ωB97M-V with the def2-TZVPD basis set.

Values from the calculation:
F_max in eV Å⁻¹: 4.560
LUMO in eV: -0.51
Energy relative to the best compared isomer or geometry (same formula, charge and spin) in kcal per mole: 0.00

ORCA input file:
```
! wB97M-V def2-TZVPD RIJCOSX def2/J DEFGRID3
* xyz 0 1
O -1.423 1.109 0.306
H -0.816 1.523 0.951
H -2.023 0.501 0.693
H -0.963 0.671 -0.490
C -0.109 -0.057 -2.998
O 0.502 -1.028 -3.427
O -1.119 0.523 -3.707
O 0.131 0.343 -1.855
H -1.264 0.194 -4.625
O -0.753 0.195 3.326
H -1.479 -0.017 3.879
H -0.059 -0.393 3.681
O 0.760 2.381 1.496
H 1.559 2.768 1.214
H 0.983 1.478 1.742
O 1.329 -0.422 1.481
H 2.147 -0.500 1.923
H 1.283 -1.023 0.757
O 0.932 -2.064 -0.818
H 0.864 -1.344 -1.467
H 0.085 -2.277 -0.465
O -2.833 -0.958 0.868
H -2.498 -1.683 0.345
H -2.891 -1.253 1.812
O 2.725 0.609 -1.250
H 1.793 0.682 -1.513
H 3.138 0.043 -1.858
*
```

What are the Mulliken partial charges on each atom? They are as follows, in elementary charge units: O -0.24; H 0.36; H 0.58; H 0.37; C 0.78; O -0.68; O -0.49; O -0.84; H 0.34; O -0.53; H 0.26; H 0.30; O -0.68; H 0.29; H 0.37; O -0.51; H 0.26; H 0.35; O -0.78; H 0.31; H 0.25; O -0.71; H 0.32; H 0.35; O -0.68; H 0.38; H 0.29